DFT (the ωB97M-V functional and the def2-TZVPD basis) results for the molecule C3H3FN2O in a non-equilibrium geometry.

The geometry in XYZ format:
```
10
Properties=species:S:1:pos:R:3:forces:R:3
O 0.8333 -0.7357 2.1426 0.6771 -0.1920 1.7818
N 0.2998 -0.1936 1.2152 -0.7314 0.2215 -2.3523
N -0.7108 0.5627 1.1969 -1.1368 0.7469 1.8758
C -1.1914 0.7394 -0.1035 1.6377 -1.1461 -3.1585
C -0.4663 0.0227 -1.0177 2.0544 0.3343 2.8564
C 0.7780 -0.4828 -0.1552 -3.1825 2.0393 -2.1535
F 1.8384 0.3095 -0.4330 0.5101 -0.4892 0.1273
H -1.9648 1.4376 -0.4215 -0.0866 -0.2829 0.9973
H -0.2707 -0.1599 -2.0603 -1.0005 0.5970 -0.3169
H 0.8546 -1.5000 -0.3635 1.2586 -1.8287 0.3426
```
Positions in Å, forces in eV/Å.

Computed properties:
gap between HOMO and LUMO (alpha / beta): 8.68 / 8.68 eV
charge: 0
SMILES: [O-][N+]1=NC=C[C@H]1F
HOMO level (alpha / beta): -0.3436 / -0.3436 Ha
E_LUMO (alpha / beta): -0.67 / -0.67 eV
electronic energy: -400.5832 Ha
ΔE to the lowest compared entry with this formula, charge and spin: 430.8 kJ/mol